ORCA calculation (the ωB97M-V functional and the def2-TZVPD basis) on 2 unconnected molecules or ions with the total composition C12H17N in a non-equilibrium geometry.

XYZ file:
```
30
Properties=species:S:1:pos:R:3
C 2.144 -0.205 -0.808
C 2.237 -1.464 -1.752
C 1.894 -0.622 0.658
H 3.055 0.391 -0.894
H 1.315 0.472 -0.931
H 1.725 -2.317 -1.407
H 3.306 -1.732 -1.700
H 0.875 -0.850 0.937
H 2.669 -1.353 0.966
H 1.927 -1.247 -2.761
H 2.350 0.138 1.375
C -1.056 -1.577 2.091
C -1.860 0.713 2.340
C -1.385 -0.322 1.517
C -1.608 1.470 0.216
C -1.163 0.185 0.234
C -1.542 2.415 -0.794
C -0.696 -0.374 -0.973
C -0.878 1.907 -1.935
C -0.580 0.473 -2.085
N -2.299 1.814 1.393
H -2.118 0.782 3.315
H -2.230 2.701 1.779
H -1.817 -2.338 2.428
H -0.375 -1.439 2.986
H -2.175 3.353 -0.665
H -0.512 -1.397 -1.072
H -0.512 2.441 -2.789
H -0.292 0.128 -3.080
H -0.397 -2.148 1.413
```

HOMO-LUMO gap (alpha / beta) = 0.320 / 0.211 hartree
multiplicity = 2
DFT total energy = -521.83464 Eh
net charge = +1
ΔE to the lowest compared entry with this formula, charge and spin = 67.79 kcal/mol
HOMO energy (alpha / beta) = -12.95 / -13.00 eV
LUMO (alpha / beta) = -4.23 / -7.25 eV

ORCA calculation (the ωB97M-V functional and the def2-TZVPD basis) on 4 unconnected molecules or ions with the total composition C4H14N2O2 in a non-equilibrium geometry.

XYZ file:
```
22
Properties=species:S:1:pos:R:3
N 2.166 0.454 -0.866
C -0.648 -1.241 0.593
C -0.025 -1.896 -0.365
O 2.057 -0.851 1.543
C -1.806 -0.279 0.355
N -1.272 1.005 0.012
C -0.538 1.557 1.138
H 2.172 -0.231 -0.112
H 2.967 1.090 -0.984
H -0.375 -1.354 1.636
H 0.746 -2.627 -0.131
H -0.245 -1.736 -1.404
H 2.865 -0.751 2.047
H -2.480 -0.189 1.178
H -2.379 -0.645 -0.497
H -1.135 0.670 -1.594
H -0.036 2.475 0.846
H 0.193 0.793 1.458
H -1.282 1.829 1.932
H -1.315 0.758 -3.241
H 1.285 0.847 -1.074
O -0.916 0.324 -2.471
```

HOMO-LUMO gap (alpha / beta) = 0.188 / 0.148 hartree
multiplicity = 2
DFT total energy = -420.24822 Eh
net charge = +1
ΔE to the lowest compared entry with this formula, charge and spin = 181.17 kcal/mol
HOMO energy (alpha / beta) = -13.34 / -12.87 eV
LUMO (alpha / beta) = -8.21 / -8.83 eV

ORCA calculation (the ωB97M-V functional and the def2-TZVPD basis) on C5H8FNO in the gas phase in a non-equilibrium geometry.

XYZ file:
```
16
Properties=species:S:1:pos:R:3
N -0.406 1.474 -0.785
C -0.265 0.676 0.406
C -1.289 -0.429 0.466
C -0.706 -1.625 -0.295
O 0.650 -1.307 -0.508
C 0.992 -0.109 0.123
C 2.257 0.331 0.217
F 3.239 -0.473 -0.137
H -1.321 1.921 -0.864
H 0.236 2.241 -0.943
H -0.201 1.188 1.361
H -2.222 -0.125 -0.005
H -1.516 -0.716 1.476
H -0.772 -2.570 0.218
H -1.194 -1.793 -1.292
H 2.519 1.317 0.561
```

HOMO-LUMO gap = 0.343 hartree
multiplicity = 1
DFT total energy = -425.12894 Eh
net charge = 0
ΔE to the lowest compared entry with this formula, charge and spin = 47.79 kcal/mol
HOMO energy = -8.38 eV
LUMO = 0.95 eV

ORCA calculation (the ωB97M-V functional and the def2-TZVPD basis) on a molecular structure, C3H5LaO4 in a non-equilibrium geometry.

XYZ file:
```
13
Properties=species:S:1:pos:R:3
C 1.214 1.169 1.444
C 0.216 1.556 0.395
O -1.068 1.219 0.607
La -2.607 -0.722 0.034
H 2.233 1.253 1.040
H 1.124 1.797 2.345
H 1.019 0.127 1.767
H 0.411 -0.212 -1.178
H 0.384 2.491 -0.174
O -0.560 -0.894 -1.427
C -0.691 -2.260 -1.574
O -1.868 -2.603 -1.196
O 0.194 -2.921 -2.084
```

HOMO-LUMO gap (alpha / beta) = 0.163 / 0.288 hartree
multiplicity = 2
DFT total energy = -449.55786 Eh
net charge = +1
ΔE to the lowest compared entry with this formula, charge and spin = 20.04 kcal/mol
HOMO energy (alpha / beta) = -10.37 / -13.91 eV
LUMO (alpha / beta) = -5.94 / -6.07 eV

ORCA calculation (the ωB97M-V functional and the def2-TZVPD basis) on a molecular structure, C42H30F3N7OSSiSn in a non-equilibrium geometry.

XYZ file:
```
86
Properties=species:S:1:pos:R:3
Sn 0.829 -0.020 -1.786
C 3.955 -0.521 1.663
C 3.381 -0.418 0.398
N 2.377 0.412 0.175
C 1.895 1.144 1.180
C 2.451 0.976 2.457
N 3.463 0.163 2.676
C 0.804 2.089 0.887
C 0.318 2.974 1.847
C -0.698 3.861 1.502
C -1.178 3.836 0.195
C -0.638 2.927 -0.712
N 0.326 2.081 -0.354
C -1.065 2.892 -2.125
C -2.060 3.727 -2.659
N -2.350 3.727 -3.941
C -1.692 2.914 -4.741
C -0.749 2.026 -4.224
N -0.449 2.027 -2.936
C -1.259 4.803 2.485
C -0.449 5.488 3.389
C -1.054 6.349 4.296
N -2.355 6.525 4.321
C -3.139 5.899 3.476
C -2.635 5.021 2.528
H 4.811 -1.148 1.866
H 3.730 -0.999 -0.448
H 2.085 1.492 3.330
H 0.707 2.984 2.850
H -1.940 4.536 -0.103
H -2.645 4.408 -2.059
H -1.924 2.965 -5.794
H -0.229 1.313 -4.851
H 0.624 5.386 3.375
H -0.478 6.907 5.021
H -4.199 6.097 3.559
H -3.304 4.503 1.859
F 2.233 -1.828 -7.959
C 2.072 -2.266 -6.706
F 0.760 -2.451 -6.533
F 2.657 -3.468 -6.622
C 2.684 -1.304 -5.713
C 3.814 -0.599 -6.095
C 4.422 0.265 -5.193
C 3.848 0.406 -3.943
N 2.779 -0.277 -3.562
C 2.197 -1.147 -4.405
S 0.882 -2.050 -3.756
H 4.214 -0.728 -7.092
H 5.311 0.809 -5.462
H 4.246 1.086 -3.200
O -0.172 -0.912 0.091
Si -0.791 -1.970 1.068
C -1.335 -1.126 2.658
C -0.364 -0.688 3.557
C -0.707 0.032 4.686
C -2.036 0.331 4.933
C -3.016 -0.109 4.059
C -2.667 -0.824 2.928
C -2.103 -3.067 0.172
C -2.410 -2.719 -1.130
C -3.477 -3.337 -1.763
C -4.178 -4.337 -1.112
C -3.847 -4.696 0.183
C -2.789 -4.071 0.827
C 0.503 -3.389 1.386
C 0.497 -4.102 2.567
C 1.584 -4.916 2.863
C 2.637 -5.024 1.974
C 2.617 -4.321 0.781
C 1.529 -3.518 0.475
H 0.673 -0.936 3.377
H 0.057 0.343 5.385
H -2.310 0.898 5.810
H -4.054 0.095 4.270
H -3.439 -1.160 2.250
H -1.843 -1.955 -1.650
H -3.745 -3.036 -2.765
H -4.967 -4.864 -1.628
H -4.393 -5.472 0.695
H -2.519 -4.378 1.825
H -0.315 -4.030 3.274
H 1.595 -5.462 3.793
H 3.466 -5.677 2.201
H 3.433 -4.401 0.079
H 1.495 -2.989 -0.472
```

HOMO-LUMO gap (alpha / beta) = 0.103 / 0.103 hartree
multiplicity = 1
DFT total energy = -3278.09941 Eh
net charge = +2
ΔE to the lowest compared entry with this formula, charge and spin = 43.71 kcal/mol
HOMO energy (alpha / beta) = -12.57 / -12.57 eV
LUMO (alpha / beta) = -9.77 / -9.76 eV